Record 1
DFT (ωB97M-V with the def2-TZVPD basis set) results for a gas-phase ion, C7H14 (charge -1) at a distorted geometry.

As for the expectation value of S²: 0.753. As for the total charge: -1. For the HOMO energy (spin up / spin down), the calculation gives 1.26 / -3.15 eV. The calculation puts the maximum force at 0.0513 hartree/bohr. The multiplicity is 2. The value obtained for the total energy is -274.99073 a.u. The relative energy (zero: lowest compared OMol25 entry of this formula, charge and spin) comes out at 23.2 kcal per mole. The molecular weight comes out at 98.2 Da.

Structure (XYZ):
```
21
Properties=species:S:1:pos:R:3:forces:R:3:nbo_charge:R:1
C 1.314 2.673 0.820 0.4 0.3 -0.8 -0.615
C 0.452 1.429 0.951 -1.6 1.0 -0.5 -0.471
C -0.118 0.709 -0.308 0.9 -1.7 1.8 -0.445
C -0.670 -0.639 0.224 0.9 -1.0 -1.6 -0.143
C -1.735 -0.862 1.073 -0.2 1.1 -0.1 -0.743
C 0.040 -1.848 -0.358 0.0 -1.1 -0.4 -0.464
C -0.235 -2.000 -1.930 0.8 1.0 1.6 -0.627
H 0.904 3.489 0.218 -0.4 -0.1 0.0 0.181
H 1.487 3.071 1.815 0.2 0.2 0.3 0.189
H 2.300 2.480 0.352 -0.3 -0.2 0.3 0.182
H -0.488 1.696 1.484 0.9 -0.2 0.4 0.191
H 1.076 0.759 1.539 -0.5 -0.6 0.1 0.192
H 0.799 0.423 -0.841 -0.6 0.3 -0.9 0.185
H -0.913 1.206 -0.876 0.7 0.6 -0.1 0.193
H -2.588 -0.168 1.061 0.3 -0.4 0.7 0.165
H -1.661 -1.743 1.701 -0.7 -0.2 0.0 0.156
H 1.133 -1.950 -0.161 0.1 0.7 -0.4 0.143
H -0.261 -2.826 0.067 -0.6 0.6 0.3 0.181
H 0.403 -2.746 -2.423 -0.2 -0.2 0.1 0.166
H 0.065 -1.026 -2.305 -0.1 0.1 -0.6 0.190
H -1.304 -2.127 -2.106 0.1 -0.2 0.0 0.195
```
Forces are in eV/Å.

=====

Record 2
DFT (ωB97M-V with the def2-TZVPD basis set) results for 7 unconnected molecules or ions with the total composition C32H34F32O10 at a distorted geometry.

As for the total charge: 0. For the HOMO energy, the calculation gives -9.90 eV. The calculation puts the maximum force at 0.1083 hartree/bohr. Its structure (SMILES) is FC(F)C(F)(F)COC(F)(F)C(F)F.FC(F)C(F)(F)COC(F)(F)C(F)F.FC(F)C(F)(F)COC(F)(F)C(F)F.FC(F)C(F)(F)COC(F)(F)C(F)F.O=C1CCCO1.O=C1CCCO1.O=C1CCCO1. The value obtained for the total energy is -5187.72936 a.u. The relative energy (zero: lowest compared OMol25 entry of this formula, charge and spin) comes out at 154.0 kcal per mole. The molecular weight comes out at 1186.6 Da.

Structure (XYZ):
```
108
Properties=species:S:1:pos:R:3:forces:R:3:mulliken_charge:R:1
O 4.769 3.605 -1.848 -0.9 0.0 -0.9 -0.629
C 4.156 4.138 -2.752 2.5 0.6 1.6 0.567
O 2.864 4.022 -2.959 -1.2 -0.4 -0.8 -0.324
C 2.470 4.910 -4.036 -1.1 0.1 -0.4 -0.454
C 3.542 5.968 -4.065 -1.1 1.1 -0.4 -0.399
C 4.726 5.164 -3.721 1.5 -0.8 0.2 -0.445
H 1.454 5.240 -3.819 0.2 0.2 0.3 0.332
H 2.380 4.443 -5.016 0.4 -0.8 0.2 0.259
H 3.257 6.698 -3.308 0.5 0.2 0.2 0.227
H 3.641 6.493 -5.015 -0.2 -0.1 0.0 0.317
H 5.616 5.698 -3.387 -0.3 0.0 0.6 0.298
H 5.124 4.593 -4.561 -0.3 -0.1 -0.4 0.253
O 0.630 6.700 0.364 -0.2 1.5 -0.3 -0.660
C 1.590 6.331 0.981 -1.3 2.2 -0.6 0.491
O 1.771 5.074 1.044 0.5 -5.0 0.4 -0.322
C 2.843 4.638 1.878 0.3 1.5 1.1 -0.342
C 3.643 5.940 1.998 1.5 0.0 0.5 -0.616
C 2.599 7.072 1.820 0.3 -1.2 -0.8 -0.256
H 3.328 3.735 1.507 0.0 0.4 -0.4 0.372
H 2.560 4.448 2.913 -1.0 -0.5 -0.1 0.224
H 4.469 5.869 1.290 -0.3 0.8 -0.6 0.244
H 4.175 6.018 2.946 -0.2 -0.1 0.2 0.349
H 2.941 7.982 1.329 -0.1 -0.1 0.3 0.286
H 2.010 7.241 2.721 0.5 0.4 0.3 0.226
O -2.453 -2.269 -0.681 1.3 0.7 0.5 -0.627
C -1.543 -1.476 -0.536 -2.8 0.5 -0.6 0.462
O -0.282 -1.757 -0.799 0.2 -2.4 -0.2 -0.293
C 0.600 -0.768 -0.446 1.9 1.8 -1.0 -0.267
C -0.222 0.472 -0.183 0.4 1.0 1.3 -0.343
C -1.690 0.059 -0.329 1.4 -0.9 0.3 -0.385
H 1.273 -0.511 -1.264 -0.1 -0.6 -0.5 0.231
H 1.315 -1.063 0.322 -0.6 -0.3 0.6 0.216
H 0.087 1.325 -0.788 -0.2 -0.2 -0.3 0.255
H 0.059 0.767 0.828 -0.6 0.3 0.2 0.204
H -2.092 0.390 -1.286 -0.4 0.3 0.3 0.266
H -2.243 0.356 0.562 -0.5 -0.2 -0.5 0.291
C 2.350 -6.574 -1.601 -0.7 0.3 0.0 -0.782
C 3.430 -5.708 -2.248 -0.3 -0.1 -0.3 0.971
C 3.976 -6.440 -3.493 -2.0 1.1 -3.6 0.160
F 4.916 -5.758 -4.182 1.4 0.9 0.8 -0.286
F 4.382 -7.690 -3.367 1.0 -1.2 1.8 -0.260
F 2.916 -4.464 -2.517 0.3 -0.9 -0.6 -0.286
F 4.460 -5.483 -1.410 0.1 -0.3 0.6 -0.306
O 1.288 -6.813 -2.586 -0.8 -0.7 1.1 -0.385
C 0.051 -7.393 -2.067 3.2 -0.7 -2.2 0.851
C -0.823 -7.847 -3.304 -0.1 3.0 -0.5 0.269
F -0.101 -8.173 -4.375 1.1 -1.6 -0.2 -0.249
F -1.749 -8.735 -3.003 -0.1 -1.5 0.6 -0.247
F 0.423 -8.423 -1.265 -0.8 0.4 0.0 -0.301
F -0.636 -6.498 -1.418 -0.6 0.5 1.2 -0.246
H 1.942 -6.026 -0.751 0.1 0.0 0.1 0.468
H 2.872 -7.466 -1.254 -0.5 -0.3 -0.1 0.286
H 3.248 -6.541 -4.298 -1.2 0.4 0.7 0.197
H -1.363 -6.992 -3.709 -0.1 0.7 0.8 0.146
C 4.828 -3.089 3.973 -0.3 0.3 0.5 -0.823
C 5.093 -4.571 3.929 -1.9 1.0 -1.2 1.091
C 6.544 -4.894 3.668 2.1 -1.2 3.9 0.015
F 6.764 -6.154 3.274 -0.6 -0.9 -2.4 -0.261
F 7.321 -3.991 3.046 -0.8 0.1 -1.1 -0.242
F 4.661 -5.126 5.093 0.6 -0.3 -0.4 -0.305
F 4.301 -5.045 2.919 0.2 -0.6 0.1 -0.315
O 3.443 -2.892 4.282 -1.3 1.0 0.1 -0.388
C 3.136 -1.522 4.627 1.7 -5.1 -1.5 0.806
C 1.604 -1.202 4.787 0.9 -1.9 -0.1 0.234
F 1.655 0.069 4.629 -0.6 4.2 0.4 -0.226
F 0.741 -1.619 3.811 1.0 -0.9 0.7 -0.209
F 3.862 -1.375 5.764 -0.9 1.7 0.1 -0.287
F 3.645 -0.798 3.630 0.1 1.1 0.3 -0.281
H 5.039 -2.687 2.982 0.3 0.2 0.2 0.318
H 5.437 -2.690 4.785 0.2 0.4 -0.3 0.413
H 7.009 -5.061 4.640 -0.3 1.4 0.9 0.244
H 1.287 -1.478 5.792 -0.4 -0.3 -0.1 0.211
C -4.628 7.790 6.210 2.3 2.2 -0.4 -1.077
C -5.751 7.540 7.208 3.0 0.3 -2.1 1.084
C -5.201 6.798 8.409 -3.4 -2.2 1.8 0.156
F -4.853 5.488 8.158 0.2 1.2 -0.4 -0.230
F -4.263 7.423 9.063 2.4 1.2 -0.1 -0.255
F -6.314 8.704 7.585 0.3 0.2 0.5 -0.297
F -6.639 6.882 6.517 -2.2 -1.8 -0.1 -0.275
O -3.859 6.647 5.822 -0.3 -1.2 -1.7 -0.317
C -3.441 6.506 4.481 -2.4 0.7 0.3 0.848
C -3.067 5.080 4.165 2.5 -0.6 0.6 0.200
F -3.961 4.207 4.532 -1.6 -0.8 2.0 -0.257
F -2.915 4.767 2.880 0.6 1.3 -1.6 -0.284
F -4.438 6.749 3.560 0.2 1.0 0.8 -0.296
F -2.414 7.342 4.247 -0.2 -0.1 -0.2 -0.282
H -3.884 8.429 6.685 -0.1 0.2 0.4 0.385
H -4.914 8.403 5.355 -0.7 -0.4 -0.1 0.435
H -5.998 6.760 9.151 -0.6 -0.4 -0.2 0.221
H -2.087 4.961 4.627 0.1 -0.7 0.4 0.239
C -4.925 -3.995 -5.815 0.7 0.0 -0.6 -0.789
C -4.182 -2.602 -5.557 -2.4 -0.1 -0.1 0.818
C -4.298 -1.672 -6.737 -0.8 0.0 0.0 0.099
F -3.559 -0.555 -6.627 0.2 0.0 0.3 -0.279
F -3.879 -2.336 -7.824 0.1 -0.2 -0.8 -0.274
F -4.728 -1.894 -4.513 -0.4 -0.6 -0.1 -0.312
F -2.937 -2.800 -5.245 2.0 -1.0 0.4 -0.281
O -6.250 -3.913 -6.408 -0.6 0.0 1.5 -0.405
C -7.237 -4.817 -5.886 3.4 0.9 -0.9 0.798
C -6.681 -6.245 -6.201 -0.3 -1.5 -0.9 0.199
F -5.593 -6.657 -5.472 -0.8 0.8 -0.1 -0.210
F -7.623 -7.193 -6.085 -1.2 -0.5 1.4 -0.278
F -7.441 -4.544 -4.594 -0.4 -0.5 -0.3 -0.257
F -8.302 -4.600 -6.634 -0.5 -0.1 0.4 -0.258
H -4.804 -4.624 -4.933 -0.7 0.5 0.4 0.480
H -4.411 -4.593 -6.567 0.9 0.6 0.0 0.426
H -5.355 -1.407 -6.784 -0.1 0.2 -0.6 0.289
H -6.486 -6.423 -7.258 0.9 1.4 -0.2 0.229
```
Forces are in eV/Å.

=====

Record 3
DFT (ωB97M-V with the def2-TZVPD basis set) results for a single C7H12O2 molecule at a distorted geometry.

As for the total charge: 0. For the HOMO energy, the calculation gives -8.19 eV. The calculation puts the maximum force at 0.0582 hartree/bohr. Its structure (SMILES) is CC(=O)OC(C)=C(C)C. The value obtained for the total energy is -424.34023 a.u. The relative energy (zero: lowest compared OMol25 entry of this formula, charge and spin) comes out at 35.0 kcal per mole. The molecular weight comes out at 128.2 Da.

Structure (XYZ):
```
21
Properties=species:S:1:pos:R:3:forces:R:3:nbo_charge:R:1
C -1.560 -1.505 1.569 -0.4 0.2 -0.5 -0.733
C 2.198 0.727 0.507 0.0 0.0 -0.1 -0.685
C 0.048 1.686 -1.371 0.1 0.0 0.1 -0.642
C -0.810 -0.693 -1.537 -0.3 -0.1 0.4 -0.638
C -0.442 -0.511 1.578 2.0 -1.4 1.8 0.831
C 1.036 -0.116 0.077 -0.9 1.9 -1.5 0.350
C 0.050 0.297 -0.791 1.8 -0.6 -0.3 -0.093
O 0.813 -1.217 0.834 -2.1 0.9 1.5 -0.591
O -0.306 0.421 2.319 -0.1 -1.2 -1.6 -0.531
H -2.428 -1.065 1.074 -0.1 -0.1 0.2 0.247
H -1.801 -1.727 2.612 0.0 0.2 -0.1 0.255
H -1.296 -2.422 1.053 0.1 0.1 0.0 0.248
H 2.540 1.410 -0.273 -0.1 -0.1 0.0 0.216
H 1.917 1.313 1.389 0.0 -0.1 0.0 0.241
H 3.022 0.071 0.798 -0.1 0.0 0.0 0.234
H 0.441 2.429 -0.673 0.0 -0.1 0.0 0.219
H 0.638 1.742 -2.292 -0.1 0.0 0.0 0.215
H -0.976 1.983 -1.620 0.1 0.0 0.0 0.215
H -0.617 -0.607 -2.612 0.0 0.1 0.1 0.216
H -0.592 -1.725 -1.259 -0.1 0.1 0.1 0.224
H -1.875 -0.492 -1.385 -0.1 -0.1 -0.1 0.201
```
Forces are in eV/Å.